# 1
ORCA calculation (the ωB97M-V functional and the def2-TZVPD basis) on C33H29N3P2S3Sn as an isolated structure.

The orbital gap is 7.9 eV. The value obtained for the energy relative to the best compared isomer or geometry (same formula, charge and spin) is 12.1 kcal/mol. The charge is +2. Its total energy is -3530.30363 Ha.

Geometry (Å):
Sn 1.214 2.389 -0.468
S 2.465 0.386 -1.729
P 0.867 -0.662 -1.116
C 0.282 0.356 0.251
P -0.737 -0.106 1.607
S 1.231 0.280 1.915
C -1.167 -1.832 1.835
C -2.438 -2.250 1.437
C -2.798 -3.574 1.613
C -1.911 -4.464 2.208
C -0.654 -4.036 2.615
C -0.270 -2.720 2.420
C -2.015 0.971 2.211
C -1.985 1.308 3.565
C -3.025 2.052 4.096
C -4.090 2.434 3.287
C -4.118 2.084 1.943
C -3.075 1.356 1.394
C -0.465 -0.680 -2.314
C -1.686 -0.054 -2.078
C -2.682 -0.107 -3.041
C -2.456 -0.778 -4.235
C -1.233 -1.393 -4.476
C -0.233 -1.346 -3.518
C 1.270 -2.362 -0.717
C 0.355 -3.380 -0.987
C 0.673 -4.686 -0.653
C 1.884 -4.973 -0.035
C 2.787 -3.956 0.247
C 2.488 -2.647 -0.100
H -3.147 -1.547 1.015
H -3.781 -3.909 1.308
H -2.208 -5.493 2.366
H 0.029 -4.728 3.090
H 0.712 -2.384 2.729
H -1.160 0.998 4.197
H -3.008 2.327 5.142
H -4.905 3.008 3.708
H -4.947 2.389 1.319
H -3.087 1.105 0.341
H -1.850 0.486 -1.152
H -3.636 0.370 -2.860
H -3.235 -0.820 -4.985
H -1.058 -1.909 -5.410
H 0.722 -1.824 -3.703
H -0.587 -3.159 -1.474
H -0.024 -5.482 -0.880
H 2.130 -5.996 0.218
H 3.734 -4.186 0.718
H 3.201 -1.853 0.084
N -2.489 3.756 -1.387
C -3.355 4.730 -1.034
C -3.003 5.123 0.234
C -1.897 4.323 0.559
N -1.587 3.492 -0.427
H -2.438 3.277 -2.269
H -4.127 5.072 -1.702
H -3.468 5.888 0.832
H -1.321 4.317 1.473
S 3.544 2.448 1.095
C 4.837 2.256 -0.011
N 5.941 1.598 0.425
C 7.062 1.407 -0.309
C 7.124 1.870 -1.586
C 6.013 2.556 -2.096
C 4.894 2.751 -1.323
H 5.908 1.261 1.380
H 7.872 0.884 0.178
H 8.015 1.721 -2.176
H 6.044 2.950 -3.104
H 4.055 3.319 -1.698



# 2
ORCA calculation (the ωB97M-V functional and the def2-TZVPD basis) on C33H29N5O2RuS4 as an isolated structure.

The orbital gap is 5.7 eV. The value obtained for the energy relative to the best compared isomer or geometry (same formula, charge and spin) is 24.6 kcal/mol. Its total energy is -3386.75879 Ha.

Geometry (Å):
Ru -1.728 -1.449 -0.070
N -2.981 3.206 0.546
C -2.775 1.876 0.297
S -3.633 0.868 1.492
N -2.015 1.574 -0.686
N -1.602 0.340 -1.022
C -0.916 0.298 -2.167
C -0.938 1.434 -3.112
C -2.159 2.000 -3.492
C -2.202 3.052 -4.388
C -1.032 3.550 -4.946
C 0.186 3.006 -4.569
C 0.235 1.972 -3.647
C -0.154 -0.904 -2.402
C 0.629 -1.146 -3.544
C 1.402 -2.281 -3.616
C 1.371 -3.194 -2.564
C 0.520 -2.943 -1.509
N -0.222 -1.840 -1.425
H -3.840 3.434 1.020
H -2.740 3.816 -0.223
H -3.078 1.594 -3.095
H -3.158 3.484 -4.658
H -1.072 4.363 -5.658
H 1.104 3.392 -4.993
H 1.196 1.608 -3.309
H 0.589 -0.443 -4.361
H 2.013 -2.470 -4.489
H 1.964 -4.097 -2.594
H 0.404 -3.651 -0.697
O -1.464 -3.437 0.759
N -2.518 -4.233 0.702
C -2.726 -5.073 1.733
C -3.767 -5.960 1.740
C -4.632 -5.982 0.645
C -4.425 -5.098 -0.385
C -3.364 -4.183 -0.360
S -3.099 -3.047 -1.615
H -2.012 -4.967 2.535
H -3.912 -6.617 2.584
H -5.457 -6.681 0.611
H -5.086 -5.062 -1.239
S -4.029 -1.886 2.030
C -3.226 -0.769 1.122
O 0.021 -0.827 1.412
S 1.359 -0.393 0.920
C 2.476 -0.542 2.388
C 2.071 0.298 3.557
C 0.837 0.093 4.175
C 0.446 0.896 5.236
C 1.288 1.895 5.705
C 2.524 2.090 5.107
C 2.912 1.299 4.037
C 1.253 1.434 0.779
C 2.568 1.992 0.321
C 3.230 2.973 1.051
C 4.474 3.434 0.642
C 5.065 2.919 -0.502
C 4.403 1.957 -1.250
C 3.160 1.498 -0.842
H 3.473 -0.301 2.018
H 2.411 -1.607 2.615
H 0.178 -0.683 3.810
H -0.520 0.737 5.697
H 0.982 2.514 6.538
H 3.189 2.861 5.477
H 3.877 1.450 3.569
H 0.921 1.826 1.740
H 0.463 1.584 0.039
H 2.767 3.378 1.942
H 4.981 4.194 1.222
H 6.041 3.272 -0.811
H 4.859 1.561 -2.149
H 2.637 0.746 -1.423



# 3
ORCA calculation (the ωB97M-V functional and the def2-TZVPD basis) on C33H29N6O3Zr as an isolated structure.

The orbital gap is 4.3 eV. The value obtained for the energy relative to the best compared isomer or geometry (same formula, charge and spin) is 2.3 kcal/mol. The charge is +3. Its total energy is -1875.47743 Ha.

Geometry (Å):
Zr 0.005 -0.206 0.268
C 1.407 2.378 -1.426
C 0.860 1.398 -2.418
C 1.039 1.623 -3.778
C 0.563 0.708 -4.690
C -0.101 -0.429 -4.234
C -0.263 -0.608 -2.882
N 0.217 0.295 -1.977
C -0.967 -1.779 -2.311
C -1.623 -2.740 -3.058
C -2.257 -3.782 -2.396
C -2.223 -3.853 -1.011
C -1.550 -2.865 -0.316
N -0.944 -1.854 -0.966
C -1.393 -2.840 1.155
C -2.193 -3.591 1.983
C -1.936 -3.576 3.351
C -0.877 -2.832 3.829
C -0.117 -2.058 2.957
C 1.075 -1.307 3.461
N -0.403 -2.033 1.631
H 1.152 3.395 -1.723
H 2.497 2.322 -1.401
H 1.023 2.237 -0.415
H 1.554 2.517 -4.103
H 0.700 0.866 -5.752
H -0.474 -1.153 -4.941
H -1.651 -2.692 -4.136
H -2.772 -4.546 -2.964
H -2.693 -4.679 -0.497
H -3.001 -4.186 1.585
H -2.547 -4.157 4.028
H -0.627 -2.838 4.880
H 1.068 -1.264 4.548
H 1.114 -0.286 3.086
H 1.987 -1.830 3.163
C -5.010 8.221 -0.451
O -6.038 7.487 0.209
C -5.704 6.576 1.121
C -4.385 6.227 1.444
C -4.142 5.275 2.415
C -5.206 4.667 3.092
C -6.520 5.058 2.791
C -6.770 5.971 1.801
N -5.111 3.761 4.159
N -4.139 3.032 4.393
C -3.017 2.796 3.588
C -1.747 3.124 4.020
C -0.600 2.648 3.367
C -0.736 1.792 2.305
O 0.278 1.208 1.582
C -2.003 1.433 1.844
N -2.027 0.566 0.767
C -3.228 0.231 0.269
C -4.418 0.695 0.803
C -4.394 1.532 1.906
C -3.169 1.933 2.451
H -5.519 8.910 -1.116
H -4.370 7.557 -1.036
H -4.412 8.784 0.267
H -3.554 6.725 0.967
H -3.117 5.070 2.684
H -7.327 4.626 3.367
H -7.777 6.279 1.556
H -1.642 3.757 4.891
H 0.384 2.938 3.714
H -3.236 -0.433 -0.587
H -5.354 0.389 0.358
H -5.322 1.877 2.348
O 2.252 -0.631 0.254
H 2.902 -0.056 0.689
H 2.716 -1.446 0.012



# 4
ORCA calculation (the ωB97M-V functional and the def2-TZVPD basis) on a 2-piece molecular cluster, C33H29O5 overall.

The orbital gap is 4.4 eV. The charge is -1. Its total energy is -1651.11889 Ha.

Geometry (Å):
C 2.104 1.398 2.141
C 1.385 0.082 2.255
C -0.064 0.099 2.154
C -0.793 -1.175 1.943
C -2.279 -1.029 1.587
C -2.846 0.123 2.376
O -2.129 1.366 2.099
C -0.785 1.371 1.956
O -0.280 2.468 1.679
O 2.015 -0.978 2.439
H 1.360 2.188 1.957
H 2.673 1.597 3.057
H 2.793 1.337 1.291
H -0.294 -1.745 1.147
H -0.752 -1.781 2.860
H -2.427 -0.897 0.508
H -2.806 -1.941 1.884
H -3.877 0.362 2.096
H -2.787 -0.105 3.456
C -3.413 -1.591 10.087
O -2.446 -2.587 9.660
C -1.438 -2.231 8.818
C -0.551 -3.251 8.398
C 0.493 -2.976 7.541
C 0.775 -1.637 7.134
C 1.922 -1.247 6.357
C 2.753 -0.148 6.691
C 3.875 0.177 5.852
C 4.859 1.063 6.229
C 6.042 1.314 5.378
C 5.909 1.279 3.969
C 6.985 1.612 3.139
C 8.250 1.869 3.679
C 8.410 1.838 5.069
C 7.321 1.589 5.906
C 4.716 1.813 7.515
O 5.581 2.615 7.893
C 3.462 1.615 8.290
C 3.198 2.443 9.491
C 1.879 2.873 9.764
C 1.588 3.649 10.891
C 2.589 3.970 11.816
C 3.895 3.535 11.569
C 4.204 2.820 10.406
C 2.569 0.655 7.869
C -0.163 -0.644 7.515
C -1.245 -0.917 8.335
H -4.110 -2.168 10.699
H -2.936 -0.805 10.695
H -3.942 -1.145 9.228
H -0.735 -4.248 8.784
H 1.162 -3.778 7.239
H 2.257 -1.887 5.543
H 3.975 -0.378 4.915
H 4.941 1.015 3.539
H 6.824 1.665 2.063
H 9.098 2.089 3.025
H 9.390 2.013 5.511
H 7.458 1.621 6.985
H 1.085 2.620 9.055
H 0.570 4.002 11.051
H 2.357 4.550 12.714
H 4.688 3.749 12.285
H 5.238 2.556 10.195
H 1.726 0.430 8.525
H -0.001 0.380 7.186
H -1.911 -0.110 8.633



Number 1: HOMO level -13.20 eV, LUMO energy -5.344 eV. Number 2: HOMO level -6.34 eV, LUMO energy -0.658 eV. Number 3: HOMO level -14.23 eV, LUMO energy -9.895 eV. Number 4: HOMO level -3.38 eV, LUMO energy 1.054 eV.